No. 1
ORCA calculation (ωB97M-V with the def2-TZVPD basis set) on 3 unconnected molecules or ions with the total composition C25H52INO9P2 in a non-equilibrium geometry.

```
90
Properties=species:S:1:pos:R:3:forces:R:3
C -5.4283 1.1408 0.9831 0.27 -0.20 -0.64
C -4.2377 2.1868 1.0862 -0.02 -0.61 0.12
C -3.0463 1.7152 2.0508 -0.78 1.53 0.53
O -1.8615 1.3328 1.3132 -1.49 -1.31 0.86
C -2.2277 0.1098 0.5971 -1.47 0.57 -1.49
P -0.7775 -1.1078 0.4155 -0.99 2.87 1.98
C -1.7284 -2.3520 -0.5859 -0.04 -1.07 -1.08
C -2.7458 -1.8685 -1.6774 -0.67 -0.16 -1.06
C -2.0838 -1.2996 -3.0201 0.62 0.09 -0.60
P -3.1512 0.0599 -3.7917 -4.40 -2.60 -0.53
O -4.5173 -0.6092 -4.0089 2.82 1.55 0.75
O -3.3991 1.2854 -2.6742 1.71 -0.82 -2.20
C -2.5280 2.4347 -2.7854 0.75 1.63 1.34
C -1.0185 2.1477 -3.1456 0.10 0.17 -1.05
O -2.6084 0.5276 -5.3088 -0.25 0.32 2.90
C -3.4352 1.5387 -5.9162 0.00 1.34 -2.17
C -2.9765 1.6237 -7.4526 0.27 0.61 0.69
C 0.2333 0.3565 -0.2696 2.29 -1.74 -2.82
C 1.2487 -0.2173 -1.4822 2.85 1.53 1.39
C 2.8408 -0.0172 -1.1537 -2.90 1.99 -3.56
O 2.0099 0.8242 -2.2057 -1.70 -2.76 0.97
C -0.8680 -1.3447 2.3218 0.13 -0.20 1.02
C 0.4327 -0.8859 3.0850 -0.04 0.64 -0.08
C 0.5553 0.6680 3.3586 0.92 -0.41 0.50
I 0.3624 -1.8225 5.0900 0.06 0.21 -0.57
O 0.7469 -2.0265 0.3224 0.06 -0.18 -0.32
N 0.6761 -3.2449 0.8908 0.34 -1.18 -0.50
O 1.1571 -4.0804 0.1904 -0.11 0.40 0.59
H -5.3476 0.6124 -0.0154 -0.29 0.49 1.10
H -6.4390 1.6373 1.0363 1.09 -0.54 -0.05
H -5.3715 0.3399 1.7792 -0.08 0.99 -0.73
H -4.6699 3.1763 1.4007 0.68 -0.93 -0.07
H -3.7604 2.3449 0.0750 -0.64 -0.11 1.01
H -2.8387 2.6097 2.7195 0.43 -1.08 -0.89
H -3.3789 0.8959 2.7668 0.35 0.69 -1.00
H -2.6396 0.4998 -0.3937 0.52 -0.81 0.93
H -3.0957 -0.4304 1.0855 0.81 0.62 -0.28
H -0.9935 -3.0337 -1.1231 -0.74 0.84 0.71
H -2.2911 -3.0524 0.1116 0.75 1.06 -0.45
H -3.3075 -2.7941 -2.0203 0.60 1.11 0.55
H -3.5479 -1.1577 -1.3484 0.90 -0.70 0.08
H -2.1006 -2.1294 -3.7944 0.00 1.12 0.75
H -1.0051 -1.0068 -2.9141 -1.00 -0.16 0.09
H -3.0207 3.2072 -3.4551 0.75 -1.04 0.52
H -2.5214 2.9253 -1.7590 -0.19 -0.76 -1.09
H -0.6546 1.1374 -2.8198 -0.54 0.99 -0.16
H -0.8793 2.1739 -4.2723 -0.07 -0.02 1.34
H -0.3081 2.9065 -2.6934 -1.03 -0.81 -0.46
H -4.5382 1.3415 -5.8498 1.14 -0.21 0.20
H -3.2448 2.5774 -5.5030 -0.04 -1.38 0.01
H -2.8575 2.7217 -7.7142 -0.36 -1.30 0.12
H -3.7093 1.1429 -8.1518 0.85 0.35 0.68
H -1.9350 1.1889 -7.5514 -1.35 0.26 0.08
H 1.0035 0.7390 0.4460 -1.22 -0.12 -0.32
H -0.3911 1.1340 -0.7716 0.43 -0.62 1.02
H 0.9416 -1.1851 -2.0462 0.80 1.92 0.83
H 3.1116 0.9453 -0.6513 0.30 -1.93 1.00
H 3.5743 -0.5648 -1.8057 -0.65 0.29 1.35
H -1.7271 -0.7574 2.7730 1.06 -0.48 -0.80
H -1.1246 -2.4171 2.5918 0.61 1.12 -0.68
H 1.4044 -1.2361 2.6532 -1.16 0.01 0.24
H -0.1431 0.9555 4.1887 0.47 -0.03 -1.05
H 1.6110 0.8381 3.7446 -1.27 -0.15 -0.33
H 0.4509 1.3197 2.4525 -0.27 -0.78 0.80
C 5.2386 4.8124 1.8247 0.37 -0.08 0.09
C 4.5938 5.2564 0.5276 -0.20 0.31 -0.09
C 3.9820 3.9634 0.0222 0.00 -0.29 -0.14
O 3.6401 3.1858 1.1794 0.16 0.23 -0.06
C 4.2461 3.7845 2.3336 -0.29 -0.09 0.17
H 5.4091 5.6251 2.5316 -0.03 -0.05 -0.02
H 6.1999 4.3328 1.6163 -0.04 0.04 0.05
H 3.8057 5.9867 0.7354 0.04 -0.02 -0.05
H 5.2928 5.7020 -0.1810 -0.04 -0.05 0.02
H 4.7024 3.3873 -0.5686 0.00 0.07 -0.08
H 3.0894 4.1305 -0.5842 -0.01 -0.11 0.06
H 3.4524 4.2574 2.9222 0.06 0.01 0.07
H 4.7171 3.0109 2.9430 -0.08 -0.05 -0.07
C 3.7076 -6.5629 2.8863 -0.03 -0.37 0.02
C 2.6941 -5.4363 2.8641 -0.07 0.24 -0.21
C 2.8022 -4.8891 4.2751 -0.01 0.00 0.26
O 4.1543 -5.1084 4.7010 -0.08 -0.15 -0.25
C 4.7983 -5.9871 3.7704 0.20 0.22 0.07
H 4.0685 -6.8492 1.8976 0.00 0.02 0.05
H 3.2697 -7.4470 3.3601 0.05 0.02 -0.04
H 3.0027 -4.6740 2.1425 -0.06 -0.05 0.03
H 1.6841 -5.7578 2.6082 0.05 0.05 0.01
H 2.1412 -5.4281 4.9628 -0.09 0.06 -0.03
H 2.5678 -3.8245 4.3318 0.10 -0.09 0.08
H 5.5110 -5.3944 3.1862 0.04 -0.09 -0.05
H 5.3496 -6.7570 4.3141 -0.01 0.09 0.07
```
Positions in Å, forces in eV/Å.

## Properties
* E_HOMO: -9.078 eV
* E_tot: -73356.233 eV
* F_max: 5.14 eV/Å
* Kohn-Sham gap: 9.2 eV
* SMILES string: CCCOCP(CCCP(=O)(OCC)OCC)(C[C@@H]1CO1)(C[C@@H](C)I)ON=O.C1CCOC1.C1CCOC1

Atomic partial charges in e from the Mulliken method, atoms 1 to 8: number 1, C, carries -0.999; number 2, C, carries 0.276; number 3, C, carries -0.564; number 4, O, carries -0.240; number 5, C, carries -1.398; number 6, P, carries 2.510; number 7, C, carries -1.138; number 8, C, carries -0.772

=====

No. 2
ORCA calculation (ωB97M-V with the def2-TZVPD basis set) on a molecular structure, C25H52N3O8S2.

```
90
Properties=species:S:1:pos:R:3:forces:R:3
C -4.7698 -4.9047 3.7365 0.01 -0.05 0.05
C -4.5304 -3.4098 3.4353 -0.14 -0.01 -0.07
C -3.7589 -2.7708 4.5890 0.08 0.01 0.05
C -3.7954 -3.1782 2.0982 0.01 -0.08 0.02
C -4.6751 -2.9519 0.8613 -0.03 0.02 -0.05
C -5.2420 -1.5334 0.8061 -0.06 0.04 0.03
C -5.7930 -3.9951 0.6989 -0.02 0.04 0.08
O -5.7878 -4.5374 -0.6264 -0.05 -0.06 -0.17
S -5.1283 -6.0056 -0.7602 -0.09 0.30 -0.04
O -5.9911 -6.8919 -0.0282 0.06 -0.04 -0.08
O -4.9840 -6.1639 -2.1744 -0.05 -0.13 0.08
N -3.7875 -5.8511 0.0650 0.03 -0.23 0.14
S -2.3811 -5.5419 -0.5410 -0.02 0.09 -0.28
O -1.9818 -6.4113 -1.6039 0.10 -0.01 0.08
O -1.4720 -5.3199 0.5582 0.11 -0.02 -0.04
O -2.5132 -4.0667 -1.2415 0.31 -0.09 0.00
H -5.7791 -5.2365 3.4886 0.01 0.05 -0.03
H -4.6207 -5.1104 4.8012 -0.02 -0.01 -0.05
H -4.0837 -5.5359 3.1668 0.01 0.03 0.06
H -5.5102 -2.9163 3.3808 0.08 0.05 0.02
H -4.3507 -2.7676 5.5089 0.03 -0.04 -0.02
H -2.8400 -3.3321 4.7891 -0.01 0.05 -0.05
H -3.4761 -1.7397 4.3614 -0.05 -0.02 0.02
H -3.1521 -2.2969 2.2086 0.01 -0.01 -0.05
H -3.1341 -4.0261 1.8961 -0.03 0.06 0.12
H -4.0395 -3.0947 -0.0186 -0.19 0.13 0.23
H -4.4651 -0.7868 0.9953 -0.02 -0.03 -0.05
H -6.0320 -1.3880 1.5514 0.05 0.01 0.01
H -5.6733 -1.3283 -0.1768 -0.03 -0.02 0.04
H -6.7831 -3.5465 0.8283 0.07 0.00 0.01
H -5.6988 -4.8106 1.4128 -0.02 0.04 -0.02
H -1.9859 -3.4818 -0.6785 -0.08 -0.01 -0.09
C 1.2237 -2.4878 -2.4267 -0.02 -0.09 0.03
C 0.4288 -1.4656 -3.2473 -0.11 0.05 0.04
C 1.3603 -0.5374 -4.0426 0.03 -0.06 -0.04
C 2.1211 0.4508 -3.1616 -0.01 -0.03 0.01
C 1.1733 1.2602 -2.2814 0.06 0.11 0.10
C 0.2299 0.3860 -1.4434 -0.11 -0.03 -0.08
N -0.4292 -0.5841 -2.3816 0.16 0.10 -0.07
O -1.4775 -0.1311 -2.9544 -0.03 -0.07 0.07
C 0.9807 -0.3137 -0.3107 -0.03 -0.02 0.01
C -0.8670 1.2412 -0.8155 0.08 0.02 0.02
C -0.4923 -2.2377 -4.1864 0.06 -0.06 0.00
H 1.4045 -3.3653 -3.0480 0.01 0.01 0.01
H 2.1940 -2.1227 -2.0962 -0.02 0.02 0.01
H 0.6599 -2.8220 -1.5564 0.00 -0.03 -0.02
H 0.7518 0.0156 -4.7650 -0.03 -0.01 0.02
H 2.0543 -1.1628 -4.6126 0.01 0.04 -0.02
H 2.8569 -0.0724 -2.5444 -0.02 -0.01 0.01
H 2.6910 1.1357 -3.7938 0.03 -0.01 0.01
H 1.7410 1.9046 -1.6045 0.00 0.01 -0.05
H 0.5620 1.9117 -2.9145 -0.05 -0.05 -0.01
H 0.3393 -1.0436 0.1853 0.01 0.01 0.01
H 1.2674 0.4451 0.4199 0.00 -0.02 0.00
H 1.8878 -0.8147 -0.6312 0.01 0.01 0.01
H -1.3916 1.8302 -1.5619 -0.01 0.00 -0.01
H -0.4050 1.9108 -0.0858 -0.03 -0.01 -0.02
H -1.5973 0.6138 -0.3029 0.00 0.00 0.01
H -1.1727 -2.8758 -3.6199 -0.01 0.01 0.00
H 0.1315 -2.8783 -4.8139 -0.04 0.02 -0.01
H -1.0780 -1.5788 -4.8201 -0.01 0.04 0.02
C 6.1393 4.4395 1.5283 0.02 -0.02 0.02
C 5.3411 4.4261 0.2207 -0.15 -0.11 -0.05
C 5.1473 5.8419 -0.3428 0.09 0.00 -0.01
C 4.1697 6.6875 0.4674 0.01 0.02 0.02
C 2.8262 5.9835 0.6292 -0.07 0.01 0.06
C 2.9480 4.5730 1.2251 0.04 -0.13 -0.13
N 3.9696 3.8331 0.4031 -0.06 0.28 -0.02
O 3.4922 3.2676 -0.6374 0.08 -0.12 0.05
C 3.3210 4.6191 2.7056 0.01 -0.03 0.02
C 1.6232 3.8260 1.0966 0.02 0.08 0.04
C 6.0899 3.5568 -0.7852 0.02 0.05 0.03
H 7.2017 4.4113 1.2842 0.00 0.02 0.02
H 5.9692 5.3305 2.1281 0.00 -0.01 0.00
H 5.9114 3.5635 2.1350 0.03 -0.01 -0.01
H 4.7769 5.7484 -1.3680 -0.01 -0.03 0.01
H 6.1274 6.3255 -0.3945 -0.03 0.03 -0.02
H 4.5924 6.9351 1.4454 0.00 -0.03 0.00
H 4.0147 7.6396 -0.0443 0.01 0.02 0.03
H 2.1590 6.5676 1.2696 0.00 0.02 -0.04
H 2.3430 5.8975 -0.3484 0.02 -0.03 -0.01
H 3.5534 3.6189 3.0735 -0.01 0.01 0.01
H 2.4582 4.9915 3.2595 0.01 -0.01 0.01
H 4.1582 5.2731 2.9277 -0.02 0.01 0.01
H 1.2592 3.8257 0.0733 0.00 0.00 -0.02
H 0.8858 4.3140 1.7371 0.00 -0.02 -0.02
H 1.7328 2.7898 1.4198 0.00 0.01 0.01
H 6.1862 2.5356 -0.4138 0.00 0.00 0.00
H 7.0895 3.9743 -0.9224 -0.02 -0.02 -0.01
H 5.5805 3.5240 -1.7432 -0.01 -0.01 -0.01
```
Positions in Å, forces in eV/Å.

## Properties
* total charge: -1
* multiplicity: 3
* E_HOMO (spin up / spin down): -5.841 / -6.162 eV
* expectation value of S²: 2.008
* E_tot: -69288.286 eV
* F_max: 0.33 eV/Å
* Kohn-Sham gap (spin up / spin down): 7.6 / 7.8 eV

Atomic partial charges in e from the Mulliken method, atoms 1 to 8: number 1, C, carries -1.481; number 2, C, carries 1.053; number 3, C, carries -1.766; number 4, C, carries -0.918; number 5, C, carries 1.173; number 6, C, carries -1.769; number 7, C, carries -0.847; number 8, O, carries -0.480

=====

What is the F_max in the first record?
5.14 eV/Å

=====

Among the records above, which one has the highest F_max?
C25H52INO9P2

=====

Among the records above, which one has the highest F_max?
C25H52INO9P2

=====

Which of these has the highest F_max?
C25H52INO9P2